[1]
Density functional theory data (ωB97M-V/def2-TZVPD) for 2 unconnected molecules or ions with the total composition C6H7F in a non-equilibrium geometry.

```
14
Properties=species:S:1:pos:R:3
C -1.121 -1.185 -0.328
C -2.047 -1.934 -0.433
C 1.415 1.683 0.222
C 1.461 0.397 0.367
C -3.214 -2.788 -0.614
C 2.579 2.613 0.483
F 2.385 -0.463 0.717
H 0.493 2.147 -0.089
H -4.007 -2.463 0.058
H -3.562 -2.724 -1.644
H -2.944 -3.817 -0.385
H 2.383 3.177 1.396
H 3.503 2.054 0.604
H 2.676 3.302 -0.353
```

The calculation puts the lowest unoccupied orbital energy (spin up / spin down) at -2.675 / -2.673 eV. As for the energy relative to the best compared isomer or geometry (same formula, charge and spin): 746.72 kJ/mol. For the gap between HOMO and LUMO (spin up / spin down), the calculation gives 6.2 / 6.2 eV. Its total energy is -332.36512 a.u. The HOMO energy (spin up / spin down) comes out at -8.8931 / -8.8928 eV.



[2]
Density functional theory data (ωB97M-V/def2-TZVPD) for a molecular structure, C6H7F in a non-equilibrium geometry.

```
14
Properties=species:S:1:pos:R:3
C -1.826 1.222 0.512
C -1.387 -0.182 -0.185
C -0.056 -0.354 -0.502
C 1.119 0.662 -0.691
C 2.105 0.103 0.063
C 3.078 -0.319 0.654
H -1.532 0.936 1.881
H -1.134 1.990 -0.208
H -3.063 1.609 0.527
H 0.243 -1.350 -0.559
H 0.865 1.715 -0.586
H 1.420 0.574 -1.801
H 3.863 -1.200 1.100
F -2.095 -1.229 0.060
```

The calculation puts the lowest unoccupied orbital energy at 0.623 eV. As for the energy relative to the best compared isomer or geometry (same formula, charge and spin): 529.78 kJ/mol. For the gap between HOMO and LUMO, the calculation gives 9.6 eV. Its total energy is -332.44774 a.u. The HOMO energy comes out at -8.9892 eV.



[3]
Density functional theory data (ωB97M-V/def2-TZVPD) for 2 unconnected molecules or ions with the total composition C6H7F3N2 in a non-equilibrium geometry.

```
18
Properties=species:S:1:pos:R:3
C 2.164 0.211 0.019
C 0.987 0.971 -0.085
C 0.086 -0.107 -0.005
C 0.695 2.327 -0.376
C 0.254 -2.613 0.426
C -2.718 0.422 -0.033
N 1.988 -1.066 0.058
N 0.713 -1.318 0.055
F -3.353 -0.630 0.460
F -2.922 1.544 0.642
F -3.065 0.555 -1.271
H 3.246 0.609 0.154
H 0.518 2.971 0.469
H 1.343 2.718 -1.115
H -0.382 2.310 -0.852
H 1.137 -3.307 0.189
H -0.166 -2.609 1.504
H -0.524 -2.989 -0.237
```

The calculation puts the lowest unoccupied orbital energy (spin up / spin down) at -0.819 / -0.446 eV. As for the energy relative to the best compared isomer or geometry (same formula, charge and spin): 528.61 kJ/mol. For the gap between HOMO and LUMO (spin up / spin down), the calculation gives 8.2 / 8.7 eV. Its total energy is -641.73794 a.u. The HOMO energy (spin up / spin down) comes out at -8.9737 / -9.1813 eV.



[4]
Density functional theory data (ωB97M-V/def2-TZVPD) for a single C6H7F3O4S molecule in a non-equilibrium geometry.

```
21
Properties=species:S:1:pos:R:3
C -0.880 2.184 0.176
C -0.029 1.489 -0.876
O 0.427 2.353 -1.771
C 0.152 0.167 -0.810
C 1.131 -0.710 -1.802
O 2.000 -1.521 -1.532
C 0.666 -0.522 -3.203
F -0.638 -0.114 -3.343
F 0.770 -1.615 -4.021
F 1.334 0.417 -3.924
S -0.451 -0.925 0.538
C -1.381 -2.140 -0.481
O 0.762 -1.479 1.083
O -1.396 -0.249 1.410
H -1.836 2.425 -0.316
H -1.040 1.639 1.148
H -0.350 3.131 0.304
H 0.832 2.038 -2.605
H -2.145 -2.738 -0.015
H -1.739 -1.478 -1.365
H -0.602 -2.827 -0.937
```

The calculation puts the lowest unoccupied orbital energy at -0.983 eV. The structure (SMILES) is C/C(O)=C(/C(=O)C(F)(F)F)S(C)(=O)=O. As for the energy relative to the best compared isomer or geometry (same formula, charge and spin): 45.86 kJ/mol. For the gap between HOMO and LUMO, the calculation gives 9.2 eV. Its total energy is -1231.49412 a.u. The HOMO energy comes out at -10.2252 eV.



[5]
Density functional theory data (ωB97M-V/def2-TZVPD) for a molecular structure, C6H7F4N3O in a non-equilibrium geometry.

```
21
Properties=species:S:1:pos:R:3
C 0.880 0.787 0.438
C 0.359 -0.885 -1.714
C -1.289 -0.529 0.317
C -0.444 0.083 -0.827
C -1.032 -0.891 2.776
C 1.797 1.735 -0.142
N 0.439 0.436 1.538
N -0.650 -0.168 1.600
N 0.618 -0.306 -2.889
O 0.679 -1.995 -1.347
F -2.611 -0.095 0.316
F -1.016 1.148 -1.470
F 2.637 1.213 -0.997
F 1.108 2.716 -0.772
H -1.376 -1.763 0.247
H -1.850 -0.429 3.337
H -1.379 -1.923 2.343
H -0.225 -1.033 3.440
H 2.132 2.285 0.800
H 0.056 0.478 -3.390
H 1.167 -0.864 -3.604
```

The calculation puts the lowest unoccupied orbital energy (spin up / spin down) at 0.803 / -2.343 eV. As for the energy relative to the best compared isomer or geometry (same formula, charge and spin): 209.53 kJ/mol. For the gap between HOMO and LUMO (spin up / spin down), the calculation gives 6.4 / 6.9 eV. As for the multiplicity: 3. Its total energy is -871.55365 a.u. The HOMO energy (spin up / spin down) comes out at -5.6134 / -9.2564 eV.



[6]
Density functional theory data (ωB97M-V/def2-TZVPD) for a gas-phase ion, C6H7F5NO3 (charge +1) in a non-equilibrium geometry.

```
22
Properties=species:S:1:pos:R:3
C 3.456 2.215 1.952
C -0.284 -0.510 0.822
C 0.785 -0.688 -0.337
C 0.796 0.480 -1.316
C 2.651 1.552 3.074
C 1.610 2.652 3.592
N 1.857 2.381 -0.323
O 4.343 2.997 2.002
O 2.474 1.762 0.761
O 1.156 1.791 -1.072
F 1.937 0.468 2.808
F 3.443 1.237 4.075
F 0.605 2.582 2.769
F 2.072 3.880 3.618
F 1.215 2.348 4.814
H 0.015 -1.009 1.707
H -0.253 0.569 1.178
H -1.275 -0.683 0.441
H 0.653 -1.730 -0.821
H 1.807 -0.809 0.230
H 1.489 0.207 -2.184
H -0.173 0.520 -1.871
```

The calculation puts the lowest unoccupied orbital energy at -6.655 eV. As for the energy relative to the best compared isomer or geometry (same formula, charge and spin): 125.50 kJ/mol. For the gap between HOMO and LUMO, the calculation gives 9.3 eV. Its total charge is +1. Its total energy is -1012.12253 a.u. The HOMO energy comes out at -15.9312 eV.



[7]
Density functional theory data (ωB97M-V/def2-TZVPD) for a single C6H7F5O molecule in a non-equilibrium geometry.

```
19
Properties=species:S:1:pos:R:3
F -1.615 -0.620 1.511
C -2.095 0.457 0.734
F -2.824 -0.050 -0.334
F -3.023 1.146 1.545
C -0.925 1.460 0.294
F -0.685 2.393 1.334
F -1.419 2.244 -0.787
C 0.391 0.745 -0.230
C 1.322 -0.066 0.775
C 1.274 -1.491 -0.006
C 0.867 -1.143 -1.534
O -0.096 -0.054 -1.335
H 0.989 1.558 -0.774
H 1.042 -0.151 1.866
H 2.413 0.277 0.732
H 0.288 -1.946 0.360
H 2.197 -2.152 0.062
H 0.239 -1.956 -2.027
H 1.660 -0.653 -2.186
```

The calculation puts the lowest unoccupied orbital energy at 0.805 eV. The structure (SMILES) is FC(F)(F)C(F)(F)[C@H]1CCCO1. For the gap between HOMO and LUMO, the calculation gives 11.3 eV. Its total energy is -807.34829 a.u. The HOMO energy comes out at -10.4530 eV.



[8]
Density functional theory data (ωB97M-V/def2-TZVPD) for a gas-phase ion, C6H7FN (charge +1) in a non-equilibrium geometry.

```
15
Properties=species:S:1:pos:R:3
F 1.394 -1.124 1.279
C 1.798 -0.526 0.024
C 0.633 -0.028 -0.853
C -0.175 1.076 -0.237
C -1.337 0.599 0.696
C -1.950 -0.599 0.685
C -1.177 -1.333 -0.243
N -0.320 -1.034 -0.994
H 2.342 0.416 0.215
H 2.397 -1.267 -0.523
H 1.021 0.175 -1.932
H -0.716 1.640 -1.133
H 0.466 1.753 0.268
H -1.755 1.341 1.356
H -2.622 -1.088 1.392
```

The calculation puts the lowest unoccupied orbital energy at -6.282 eV. The structure (SMILES) is FC[C@@H]1CC=CC#[N+]1. As for the energy relative to the best compared isomer or geometry (same formula, charge and spin): 298.41 kJ/mol. For the gap between HOMO and LUMO, the calculation gives 9.1 eV. Its total charge is +1. Its total energy is -387.05253 a.u. The HOMO energy comes out at -15.3578 eV.